17
Properties=species:S:1:pos:R:3:forces:R:3:mulliken_charge:R:1 method="wB97M-V/def2-TZVPD" e_tot_ev=-20165.76119 smiles="CCC(=S)n1ccnc1"
C -1.071569 2.155267 0.389076 1.3 1.4 1.0 -1.074
C -1.126638 0.963215 -0.557720 1.3 0.8 -0.5 -0.188
C 0.230895 0.402785 -1.010979 -0.9 2.7 -2.3 0.274
S 1.074296 1.094878 -2.350121 -1.2 -1.4 2.6 -0.229
N 0.628092 -0.636710 -0.259617 1.4 -1.5 0.2 0.202
C -0.106890 -1.598827 0.490583 -2.6 1.7 -0.3 -0.109
C 0.756404 -2.533707 0.858338 0.4 -2.5 1.5 -0.425
N 2.000680 -2.211898 0.412994 1.6 -1.3 0.3 -0.555
C 1.933268 -1.140618 -0.260361 -1.0 0.3 0.8 -0.127
H -0.418044 2.058812 1.303670 -1.0 -0.6 -0.6 0.301
H -0.693183 3.140861 0.041665 -0.2 -0.8 -0.8 0.326
H -2.115631 2.318648 0.620033 -0.1 0.2 0.7 0.309
H -1.752896 1.280391 -1.384573 0.2 -0.3 -0.4 0.357
H -1.631319 0.225833 0.012385 -0.6 -0.8 0.2 -0.014
H -1.198723 -1.452784 0.664648 1.4 -0.4 -0.2 0.238
H 0.695670 -3.483772 1.483209 -0.5 1.6 -1.0 0.336
H 2.795586 -0.582375 -0.453230 0.8 0.9 -1.1 0.379

17
Properties=species:S:1:pos:R:3:forces:R:3:mulliken_charge:R:1 method="wB97M-V/def2-TZVPD" e_tot_ev=-20161.65461 spin_multiplicity=3
C -0.268214 0.943802 1.747423 0.8 -0.6 -0.5 -0.426
C 1.041370 1.427416 1.342856 -0.5 1.6 -0.3 -0.437
C -1.166690 0.196361 1.023323 2.1 0.4 0.9 -0.269
C 1.839242 0.787955 0.442616 0.6 -2.3 -1.7 -0.300
C -1.021617 -0.013299 -0.395551 -1.1 -0.8 -1.4 -0.208
C 1.594298 -0.564605 0.058087 0.3 0.6 0.4 -0.288
N -1.822538 -1.315023 -2.193912 3.1 4.5 -0.7 -0.418
N -1.717019 -1.011888 -0.885161 -0.2 -0.1 0.7 -0.301
S 2.254690 -1.187470 -1.362563 0.3 -0.3 -0.4 -0.067
H -0.307502 1.105365 2.802066 -1.2 -0.1 0.7 0.371
H 1.363306 2.396077 1.768988 -0.1 -0.6 -0.2 0.366
H -1.811462 -0.479610 1.540024 -0.9 0.1 0.2 0.350
H 2.698734 1.138648 -0.175083 -0.6 0.7 1.2 0.231
H -0.334240 0.704741 -0.920914 -1.0 -0.8 -0.1 0.480
H 0.940688 -1.276693 0.561286 0.0 0.4 0.2 0.453
H -2.132579 -2.163100 -2.602052 -0.2 -0.8 0.7 0.209
H -1.150466 -0.688677 -2.751434 -1.5 -1.8 0.4 0.253